P) Density functional theory data (wB97M-V/def2-TZVPD) for C17H18N2O5S as an isolated structure.

The geometry in XYZ format:
```
43
Properties=species:S:1:pos:R:3
C 6.44 0.64 -0.14
C 5.12 1.13 -0.33
O 4.80 2.21 -0.99
N 4.14 0.32 0.35
C 2.74 0.32 0.38
C 1.98 -0.56 1.33
C 0.58 -0.51 1.63
C -0.04 0.70 0.79
C 0.58 1.68 0.09
C 2.04 1.52 -0.02
H 2.46 2.51 -0.57
H -0.02 2.58 -0.33
S -1.77 0.57 1.03
O -2.13 2.08 1.83
O -2.22 -0.47 1.66
N -2.55 0.83 -0.25
C -2.85 2.02 -0.77
H -2.80 2.22 -1.82
H -2.18 3.06 -0.38
C -4.39 2.46 -0.35
O -5.26 2.55 -1.39
O -4.74 2.53 0.99
H -3.81 2.43 1.43
C -2.06 0.01 -1.24
C -1.80 -1.26 -1.12
C -0.45 -1.99 -0.89
C -0.35 -3.48 -0.39
C -1.40 -3.83 0.10
C -2.77 -3.46 0.24
C -2.84 -2.19 -0.31
H -3.84 -1.58 -0.42
H -3.57 -3.99 0.40
H -1.26 -4.95 0.55
H 0.61 -3.87 -0.42
H 0.27 -1.54 -1.28
H -2.72 0.14 -2.16
H -1.03 0.34 -2.02
H 0.12 -1.10 2.29
H 2.57 -1.25 1.73
H 4.37 -0.31 0.96
H 6.79 0.57 0.97
H 6.90 1.37 -0.56
H 6.36 -0.41 -0.58
```

Summary:
**LUMO**: -0.70 eV
**Frontier orbital gap**: 8.3 eV
**Multiplicity**: 1
**Net charge**: 0


Q) Density functional theory data (wB97M-V/def2-TZVPD) for C17H18N2O5S in the gas phase.

The geometry in XYZ format:
```
43
Properties=species:S:1:pos:R:3
C -6.65 -1.41 -1.62
C -6.07 -1.66 -0.22
C -5.87 -3.17 -0.04
C -7.07 -1.18 0.85
C -4.78 -0.88 -0.07
C -3.55 -1.48 0.20
C -2.40 -0.73 0.33
C -2.44 0.66 0.19
N -1.23 1.36 0.34
C -1.01 2.69 0.26
O -1.83 3.55 0.04
C 0.46 3.08 0.48
O 1.31 1.96 0.70
C 2.32 1.76 -0.17
O 2.55 2.46 -1.12
C 3.10 0.57 0.18
C 2.93 -0.28 1.25
C 3.87 -1.31 1.27
C 4.74 -1.21 0.20
N 5.82 -2.07 -0.11
O 6.02 -3.00 0.63
O 6.47 -1.79 -1.10
S 4.42 0.14 -0.83
C -3.65 1.27 -0.08
C -4.79 0.51 -0.21
H -6.87 -0.36 -1.78
H -7.57 -1.98 -1.75
H -5.93 -1.73 -2.38
H -5.19 -3.56 -0.79
H -5.49 -3.40 0.95
H -6.83 -3.68 -0.16
H -7.30 -0.13 0.73
H -8.00 -1.74 0.77
H -6.66 -1.34 1.84
H -3.48 -2.54 0.32
H -1.46 -1.22 0.55
H -0.42 0.79 0.55
H 0.51 3.73 1.36
H 0.81 3.64 -0.40
H 2.16 -0.15 1.99
H 3.94 -2.09 2.00
H -3.69 2.34 -0.19
H -5.72 1.02 -0.42
```

Summary:
**SMILES**: CC(C)(C)c1ccc(NC(=O)COC(=O)c2ccc([N+](=O)[O-])s2)cc1
**LUMO**: -1.50 eV
**Frontier orbital gap**: 7.1 eV
**Multiplicity**: 1
**Net charge**: 0


Energies relative to the most stable structure are P) 333.2; Q) 0.0, reported in kcal/mol.


P) Density functional theory data (wB97M-V/def2-TZVPD) for a 2-piece molecular cluster, C4H11NO overall.

The geometry in XYZ format:
```
17
Properties=species:S:1:pos:R:3
C 0.46 1.43 2.25
N 1.55 1.54 3.16
C 2.77 0.98 2.74
H 0.15 2.50 1.93
H 0.78 0.76 1.38
H -0.45 1.13 2.78
H 1.45 1.58 4.20
H 3.65 1.63 2.59
H 2.50 0.45 1.80
H 3.01 0.30 3.55
O -0.52 -1.79 -3.24
C -1.46 -1.88 -4.03
C -2.87 -1.79 -3.51
H -1.35 -1.96 -5.08
H -2.90 -1.35 -2.62
H -3.71 -2.48 -3.71
H -3.09 -1.05 -4.17
```

Summary:
**LUMO (alpha / beta)**: -3.49 / -7.90 eV
**Frontier orbital gap (alpha / beta)**: 8.3 / 3.9 eV
**Multiplicity**: 2
**Net charge**: +1


Q) Density functional theory data (wB97M-V/def2-TZVPD) for an isolated ion of composition C4H11NO and charge +1.

The geometry in XYZ format:
```
17
Properties=species:S:1:pos:R:3
C -0.15 -1.74 0.18
O -0.17 -2.31 1.50
C 0.21 -0.22 0.26
C -0.11 0.74 -0.96
C -0.59 2.23 -0.65
N 1.69 -0.23 0.53
H 0.42 -2.31 -0.57
H -1.17 -1.78 -0.30
H -1.02 -2.39 1.90
H -0.58 0.17 0.88
H 0.58 0.59 -1.82
H -1.04 0.35 -1.48
H -0.94 2.75 -1.46
H 0.42 2.73 -0.38
H -1.29 2.35 0.20
H 1.72 -1.21 0.76
H 1.99 0.28 1.39
```

Summary:
**LUMO (alpha / beta)**: -3.17 / -9.38 eV
**Frontier orbital gap (alpha / beta)**: 12.3 / 6.0 eV
**Multiplicity**: 2
**Net charge**: +1


Energies relative to the most stable structure are P) 0.0; Q) 17.1, reported in kcal/mol.


P) Density functional theory data (wB97M-V/def2-TZVPD) for an isolated ion of composition C8H12N4 and charge +2.

The geometry in XYZ format:
```
24
Properties=species:S:1:pos:R:3
C -1.27 1.52 -0.15
C -1.97 0.14 -0.09
C 1.17 1.45 -0.57
C 0.53 -1.39 0.73
C 1.19 -0.26 0.98
C -0.71 -1.54 -1.32
C -3.26 0.22 0.62
C 3.25 0.13 -0.41
N -1.63 -0.91 -0.71
N 0.02 1.94 -0.07
N 0.41 -1.83 -0.59
N 1.88 0.50 -0.05
H -2.03 2.26 -0.03
H 0.01 -1.84 1.59
H 1.33 0.02 2.09
H -0.65 -1.92 -2.34
H -3.71 -0.69 1.09
H -3.09 0.83 1.45
H -4.06 0.62 0.01
H 3.62 -0.64 0.31
H 3.48 -0.22 -1.38
H 3.97 0.85 -0.31
H 0.21 2.93 0.03
H 1.30 -2.17 -0.90
```

Summary:
**LUMO (alpha / beta)**: -9.71 / -9.86 eV
**Frontier orbital gap (alpha / beta)**: 8.2 / 7.4 eV
**Multiplicity**: 1
**Net charge**: +2


Q) Density functional theory data (wB97M-V/def2-TZVPD) for a 2-piece molecular cluster, C8H12N4 overall.

The geometry in XYZ format:
```
24
Properties=species:S:1:pos:R:3
C -3.21 -1.43 -0.43
C 2.99 -0.31 1.69
C -1.76 -1.39 -0.42
C 1.65 0.18 1.48
C -3.59 -0.12 -0.18
C 3.59 -0.22 0.44
C -2.33 1.98 0.21
C 2.79 0.55 -1.78
N -1.36 -0.19 -0.17
N 1.50 0.54 0.25
N -2.47 0.60 -0.04
N 2.67 0.27 -0.40
H -3.83 -2.29 -0.57
H 3.43 -0.63 2.62
H -1.08 -2.21 -0.56
H 0.88 0.29 2.22
H -4.57 0.30 -0.10
H 4.59 -0.48 0.13
H -1.42 2.35 -0.26
H -3.22 2.53 -0.11
H -2.22 2.17 1.29
H 1.84 0.35 -2.28
H 3.01 1.61 -1.95
H 3.61 -0.02 -2.23
```

Summary:
**LUMO (alpha / beta)**: -10.92 / -10.98 eV
**Frontier orbital gap (alpha / beta)**: 7.2 / 7.3 eV
**Multiplicity**: 1
**Net charge**: +2


Energies relative to the most stable structure are P) 32.3; Q) 0.0, reported in kcal/mol.


P) Density functional theory data (wB97M-V/def2-TZVPD) for a 2-piece molecular cluster, C6H12O3 overall.

The geometry in XYZ format:
```
21
Properties=species:S:1:pos:R:3
C -0.08 2.11 -0.02
C -0.77 1.04 -0.85
C -2.29 1.10 -0.74
O -0.42 -0.31 -0.44
C 0.72 -0.81 -0.88
O 1.80 -0.22 -0.94
O 0.52 -2.04 -1.36
H -0.40 2.05 1.02
H -0.34 3.09 -0.41
H 1.00 1.99 -0.07
H -0.46 1.14 -1.90
H -2.66 2.05 -1.12
H -2.74 0.28 -1.30
H -2.59 0.99 0.30
H 1.37 -2.43 -1.61
C 1.71 -1.80 1.31
C 0.75 -1.56 2.19
H 2.26 -0.96 0.67
H 1.95 -2.82 1.03
H 0.49 -0.55 2.48
H 0.17 -2.35 2.64
```

Summary:
**SMILES**: CC(C)OC(=O)O.C=C
**LUMO**: 0.80 eV
**Frontier orbital gap**: 10.7 eV
**Multiplicity**: 1
**Net charge**: 0


Q) Density functional theory data (wB97M-V/def2-TZVPD) for C6H12O3 in the gas phase.

The geometry in XYZ format:
```
21
Properties=species:S:1:pos:R:3
C 1.84 -0.54 1.23
O 0.49 -0.95 1.42
C -0.55 -0.16 0.80
C -0.71 1.17 1.53
O -1.85 -0.82 0.80
O -2.07 -0.42 -0.61
C -0.64 -0.20 -0.77
C -0.36 1.08 -1.53
C -0.02 -1.42 -1.45
H 2.33 -0.48 2.20
H 1.91 0.43 0.73
H 2.35 -1.29 0.62
H -0.76 1.01 2.61
H 0.13 1.84 1.33
H -1.63 1.69 1.23
H -0.83 1.96 -1.07
H 0.72 1.27 -1.59
H -0.75 1.02 -2.56
H -0.41 -1.53 -2.47
H -0.25 -2.34 -0.92
H 1.07 -1.32 -1.52
```

Summary:
**SMILES**: CO[C@]1(C)OOC1(C)C
**LUMO**: 0.75 eV
**Frontier orbital gap**: 10.2 eV
**Multiplicity**: 1
**Net charge**: 0


Energies relative to the most stable structure are P) 0.0; Q) 61.2, reported in kcal/mol.